Entry 1:
ORCA calculation (wB97M-V/def2-TZVPD) on a 2-piece molecular cluster, C24H33Br2Si overall.

The HOMO energy is -10.88 eV. Its net charge is +1. As for the orbital gap: 6.14 eV.

XYZ file:
```
60
Properties=species:S:1:pos:R:3:nbo_charge:R:1
C 0.1727 2.2641 -4.3880 -0.605
C 0.7686 1.3827 -3.3104 -0.393
C 0.4605 1.9901 -1.9359 -0.950
Si 1.2846 1.2133 -0.4747 1.884
C 3.1204 1.1149 -0.6737 -0.958
C 3.6961 2.5472 -0.7547 -0.384
C 5.1807 2.4874 -0.9211 -0.603
C 0.7765 2.0178 1.1036 -0.948
C -0.7302 2.1795 1.3506 -0.390
C -0.9272 2.9784 2.6165 -0.604
H 0.4295 -0.5599 -0.3998 0.049
H 0.3877 1.8186 -5.3432 0.223
H -0.9117 2.3527 -4.3103 0.213
H 0.6056 3.2573 -4.3862 0.210
H 0.3500 0.3809 -3.3120 0.212
H 1.8540 1.3187 -3.4035 0.201
H 0.8949 2.9948 -1.8257 0.255
H -0.6226 2.1268 -1.7229 0.257
H 3.5497 0.5467 0.1875 0.255
H 3.3759 0.5133 -1.5808 0.258
H 3.2201 3.0575 -1.5839 0.205
H 3.4161 3.0712 0.1509 0.206
H 5.5753 3.4735 -0.9728 0.227
H 5.6796 2.0082 -0.0936 0.215
H 5.4830 1.9958 -1.8320 0.215
H 1.3389 1.5608 1.9435 0.255
H 1.2657 2.9879 0.9305 0.258
H -1.1432 2.6952 0.4883 0.204
H -1.1494 1.1844 1.4038 0.208
H -1.9809 3.0771 2.7935 0.223
H -0.4983 2.4952 3.4919 0.212
H -0.5168 3.9754 2.5354 0.212
Br -3.6277 -3.1836 7.3066 0.112
C -2.6687 -2.8625 5.7213 -0.071
C -1.2593 -2.7053 5.7602 -0.233
C -0.5661 -2.4906 4.5620 -0.154
C -1.2398 -2.3832 3.3012 -0.106
C -0.4495 -2.0114 2.1341 -0.120
C -1.0095 -1.8607 0.9149 -0.235
C -0.1788 -1.6295 -0.3136 -0.260
C -0.9049 -2.0030 -1.5925 -0.097
C -0.3066 -2.7861 -2.5847 -0.173
C -0.9903 -3.0757 -3.7890 -0.220
C -2.2321 -2.4504 -4.0389 -0.080
Br -3.0737 -2.6587 -5.7061 0.114
C -2.8643 -1.6575 -3.0585 -0.222
C -2.1544 -1.4134 -1.8514 -0.181
C -2.6424 -2.6326 3.3063 -0.159
C -3.3480 -2.8525 4.4869 -0.235
H -0.7660 -2.7852 6.7022 0.236
H 0.4844 -2.3503 4.6136 0.211
H 0.6537 -2.1080 2.2502 0.213
H -2.1079 -1.8241 0.7799 0.221
H 0.8549 -1.9903 -0.2501 0.239
H 0.6050 -3.3399 -2.3736 0.226
H -0.5754 -3.7191 -4.5377 0.241
H -3.8072 -1.2014 -3.2359 0.239
H -2.6599 -0.8499 -1.0645 0.216
H -3.1525 -2.6329 2.3414 0.211
H -4.4188 -3.0499 4.4449 0.240
```



Entry 2:
ORCA calculation (wB97M-V/def2-TZVPD) on C24H33Cl2CoN4O3S as an isolated structure.

The HOMO energy (alpha / beta) is -0.96 / -4.28 eV. The spin multiplicity is 4. Its net charge is -1. Its expectation value of S² is 3.997. As for the orbital gap (alpha / beta): 3.16 / 6.48 eV.

XYZ file:
```
68
Properties=species:S:1:pos:R:3:nbo_charge:R:1
O 0.7166 -1.0440 -3.2374 -0.782
C -0.0070 -0.3309 -3.9351 0.203
C 0.1292 1.1240 -4.0279 -0.191
C 0.5305 1.8470 -2.8922 -0.274
H 0.5673 1.3492 -1.9187 0.243
C 0.8956 3.1856 -2.9876 -0.214
H 1.2024 3.7278 -2.0860 0.198
C 0.8713 3.8330 -4.2376 -0.331
H 1.2254 4.8653 -4.3295 0.187
C 0.3474 3.1480 -5.3496 -0.251
H 0.2472 3.6763 -6.3068 0.187
C -0.0448 1.8079 -5.2384 -0.197
H -0.4695 1.2699 -6.0873 0.183
H -0.8319 -0.7580 -4.5500 0.071
C -2.8601 -1.2983 -0.8384 -0.649
C -2.6709 -0.2984 0.2963 -0.202
H -3.4379 -0.8122 -1.6418 0.203
H -3.3438 -2.2125 -0.4999 0.215
H -1.8832 -1.5157 -1.2747 0.230
C -2.7551 1.0227 -0.2381 -0.186
C -3.9125 1.9218 -0.2155 -0.672
H -1.9656 1.3032 -0.9232 0.240
H -4.1480 2.1813 -1.2629 0.218
H -3.6562 2.8587 0.3026 0.219
H -4.8442 1.5125 0.2048 0.205
Co -1.1729 -0.2238 1.3374 0.941
Cl 0.2867 1.3061 0.6643 -0.779
Cl -3.5777 -0.7444 1.7998 -0.113
H 4.6062 0.7932 -2.4702 0.168
H 4.7806 1.0950 0.2311 0.172
C 3.5550 0.9966 -2.2088 -0.413
C 3.6855 1.0017 0.2710 -0.416
N 3.2057 0.3656 -0.9448 -0.409
H 2.9095 0.6022 -3.0019 0.253
C 2.6436 -0.8582 -0.9062 0.546
O 2.3688 -1.4843 0.1277 -0.734
H 3.3858 0.3948 1.1294 0.236
H 2.4239 -1.2653 -1.9131 0.179
H 3.4162 2.0824 -2.1321 0.215
H 3.2550 2.0083 0.3560 0.217
H 1.0593 -5.1799 0.9403 0.191
H 1.9779 -4.2580 -1.5656 0.192
C 0.0782 -4.8782 0.5409 -0.418
C 0.8907 -4.1641 -1.7079 -0.421
N 0.2352 -3.8187 -0.4476 -0.411
H -0.5656 -4.5266 1.3538 0.243
C -0.0118 -2.5573 -0.1422 0.557
O -0.4727 -2.1871 0.9787 -0.747
H 0.6997 -3.3825 -2.4510 0.269
H 0.1937 -1.8316 -0.9403 0.205
H -0.3698 -5.7509 0.0491 0.191
H 0.4984 -5.1254 -2.0586 0.188
N 1.4922 -1.5308 2.8948 -0.781
C 0.6021 -0.8956 3.6539 0.330
N -0.4801 -0.2068 3.2357 -0.628
C -1.0344 0.5605 4.2696 0.237
C -2.0289 1.5499 4.1825 -0.249
C -2.3700 2.2864 5.3201 -0.199
C -1.7250 2.0602 6.5456 -0.246
C -0.7281 1.0779 6.6429 -0.217
C -0.3931 0.3454 5.5106 -0.251
S 0.8582 -0.8596 5.3804 0.313
H 2.2724 -1.9757 3.3700 0.392
H 1.5077 -1.4907 1.8709 0.480
H -2.5310 1.7301 3.2353 0.239
H -3.1380 3.0577 5.2702 0.211
H -1.9820 2.6570 7.4287 0.208
H -0.2092 0.8603 7.5744 0.209
```



Entry 3:
ORCA calculation (wB97M-V/def2-TZVPD) on a 6-piece molecular cluster, C24H33ClINO16P overall.

The HOMO energy is -12.30 eV. Its net charge is +1. As for the orbital gap: 8.05 eV.

XYZ file:
```
77
Properties=species:S:1:pos:R:3:mulliken_charge:R:1
C -3.7514 -3.3033 -1.7220 -1.411
C -2.4783 -2.5178 -1.3965 -0.585
C -1.2003 -3.3956 -1.3958 0.248
C -0.6488 -3.6657 -2.8115 -1.516
C -0.1978 -2.7462 -0.4653 -0.696
C 0.0386 -3.3640 0.7587 -0.676
N 0.8881 -2.8475 1.6584 0.020
C 1.5568 -1.7095 1.4399 -0.665
I 2.8245 -0.9736 2.9069 0.319
C 1.3705 -1.0312 0.2417 0.227
C 0.4895 -1.5429 -0.7072 0.838
P 0.1808 -0.5575 -2.2781 0.486
O -0.2374 0.8385 -1.5676 -0.296
Cl 2.1361 -0.1360 -2.7562 -0.248
H -4.0770 -3.0749 -2.7314 0.364
H -3.6121 -4.3740 -1.6286 0.364
H -4.5463 -2.9815 -1.0598 0.378
H -2.3046 -1.7018 -2.0955 0.312
H -2.5537 -2.0702 -0.4075 0.402
H -1.4267 -4.3632 -0.9560 0.744
H 0.2854 -3.1656 -3.0282 0.387
H -1.4055 -3.4050 -3.5423 0.368
H -0.4616 -4.7291 -2.9327 0.341
H -0.4701 -4.2756 1.0210 0.493
H 1.0228 -3.3175 2.5451 0.280
H 1.8960 -0.1111 0.0345 0.280
H -0.9753 0.7023 -0.9471 0.257
C 4.6533 2.7838 6.3333 -0.330
C 5.1287 2.7535 4.8949 -0.075
O 5.8283 1.4993 4.8389 -0.299
C 5.3452 0.7006 5.8138 0.584
O 5.5902 -0.4608 5.9135 -0.491
O 4.5313 1.3872 6.6412 -0.325
H 3.6982 3.2852 6.4612 0.302
H 5.3847 3.2263 7.0108 0.257
H 4.3097 2.7296 4.1772 0.116
H 5.7971 3.5715 4.6424 0.316
C -3.3908 3.7884 -2.4682 -0.346
C -4.1943 2.6544 -3.0666 -0.117
O -3.7242 1.5247 -2.2948 -0.273
C -3.2547 1.9861 -1.1275 0.691
O -2.9392 1.2862 -0.2051 -0.614
O -3.1667 3.3241 -1.1249 -0.336
H -3.9240 4.7343 -2.4620 0.320
H -2.4220 3.9262 -2.9517 0.221
H -5.2633 2.7723 -2.9170 0.178
H -4.0025 2.5022 -4.1239 0.306
C 3.0653 4.4599 -0.8910 -0.372
C 2.4310 3.1295 -1.2389 -0.228
O 2.9746 2.2629 -0.2274 -0.226
C 3.3357 3.0301 0.8314 0.528
O 3.6613 2.6016 1.8928 -0.480
O 3.2693 4.3360 0.5230 -0.342
H 2.4279 5.3119 -1.1086 0.315
H 4.0336 4.6029 -1.3717 0.265
H 1.3445 3.1416 -1.1411 0.170
H 2.6958 2.7706 -2.2283 0.319
C 6.0069 -3.0431 4.1679 0.067
C 6.5352 -3.0662 2.7488 -0.242
O 7.2322 -4.3115 2.7004 -0.336
C 6.7107 -5.1299 3.6514 0.614
O 6.9498 -6.2852 3.7518 -0.509
O 5.8687 -4.4388 4.4594 -0.352
H 5.0461 -2.5447 4.2626 -0.035
H 6.7093 -2.5956 4.8687 0.238
H 5.7347 -3.0856 2.0031 0.230
H 7.2085 -2.2422 2.5275 0.293
C -9.0892 0.6790 -3.4872 -0.284
C -9.8430 1.5499 -4.4716 -0.340
O -9.0194 2.7222 -4.5266 -0.327
C -7.7706 2.3802 -4.1638 0.656
O -6.8170 3.0881 -4.2644 -0.542
O -7.7366 1.1242 -3.6667 -0.289
H -9.1705 -0.3833 -3.6989 0.279
H -9.3836 0.8636 -2.4533 0.270
H -9.8925 1.1105 -5.4685 0.264
H -10.8459 1.8057 -4.1429 0.296
```



Question: Among the records above, which one has the lowest net charge?
Answer: C24H33Cl2CoN4O3S



Question: What is the net charge in the first record?
Answer: +1



Question: net charge of number 1 (C24H33Br2Si)?
Answer: +1